<i>
16
Properties=species:S:1:pos:R:3:nbo_charge:R:1 method="wB97M-V/def2-TZVPD" homo_lumo_gap_ha=0.334 e_homo_ha=-0.32698
C 0.70124 -0.13867 0.89845 -0.71
C -0.59901 0.47652 -1.18014 -0.55
C -1.52695 0.12182 -0.24988 -0.12
B 0.84206 0.48033 -0.58630 0.76
H 2.27365 1.90868 -1.46177 0.24
H 1.11465 -1.22475 1.00690 0.24
H -0.76281 0.95372 -2.09100 0.21
H -2.53831 0.29247 -0.53646 0.20
C -1.06602 -0.52813 0.94240 -0.02
H 2.27028 0.31082 -2.15974 0.22
H -3.01021 -1.34383 1.26988 0.20
C -2.00642 -1.15808 1.66543 -0.39
C 2.29015 0.79028 -1.29958 -0.95
H 3.10115 0.31305 -0.68292 0.23
H -1.84006 -1.58322 2.67788 0.20
H 0.75660 0.32899 1.78686 0.23


<ii>
16
Properties=species:S:1:pos:R:3:nbo_charge:R:1 method="wB97M-V/def2-TZVPD" homo_lumo_gap_ha=0.296 e_homo_ha=-0.26970
H 3.43992 -0.17310 -1.01991 0.22
B -1.36314 0.20079 -0.18654 0.78
H -3.35293 0.23901 0.20011 0.24
H -3.06453 0.07944 -1.62699 0.25
H 2.55114 -1.74207 -0.80270 0.22
H -2.88111 -1.20163 -0.35872 0.27
H 1.75189 2.23449 -0.90307 0.21
H -0.86223 1.74446 1.65560 0.23
C -2.76749 -0.17456 -0.57176 -1.05
C -0.72795 0.77166 1.19671 -0.79
C 2.85376 -0.73229 -0.41820 -0.64
C 1.37681 1.36550 -0.58557 -0.19
C 1.66739 0.13925 -0.21873 0.06
C 0.27620 0.57346 0.07141 -0.27
H -0.52390 0.08711 1.98058 0.23
H 3.37091 -1.06968 0.53280 0.23


Most stable: <i> (next structure +0.0973 hartree)


<i>
9
Properties=species:S:1:pos:R:3:nbo_charge:R:1 method="wB97M-V/def2-TZVPD" homo_lumo_gap_ha="0.317 / 0.310" e_homo_ha="-0.28736 / -0.27335"
H 1.87050 -1.05713 0.74421 0.37
H -0.97077 -0.18127 -1.07151 0.14
H 1.17068 1.36541 -0.30669 0.31
C -1.21946 0.18358 -0.10061 0.17
N 1.05931 0.68886 0.35876 -0.42
H -2.92589 0.11441 1.13128 0.38
H 1.99164 -0.58437 -0.97915 0.35
N 1.45743 -0.54352 -0.01664 -0.62
N -2.43344 0.01403 0.24033 -0.67


<ii>
9
Properties=species:S:1:pos:R:3:nbo_charge:R:1 method="wB97M-V/def2-TZVPD" homo_lumo_gap_ha=0.389 e_homo_ha=-0.34852
C -0.84281 0.56708 -0.00235 0.26
H -1.06660 -1.35088 0.27826 0.33
N 1.24176 -0.50175 -0.12293 -0.64
N 0.55207 0.70165 0.15164 -0.48
H -1.35975 1.49567 -0.05004 0.17
H 1.41152 -0.83457 0.82649 0.35
N -1.52319 -0.49012 -0.03300 -0.71
H 0.53195 -1.02913 -0.55390 0.33
H 1.05505 1.44205 -0.49416 0.38


Most stable: <ii> (next structure +0.1304 hartree)